1.
C21H36P2Re as an isolated structure in a non-equilibrium geometry. Source: OMol25; level of theory: ωB97M-V with the def2-TZVPD basis set.

Output
Multiplicity   4
Charge   +2
Energy relative to the best compared isomer or geometry (same formula, charge and spin)   159.6 kcal/mol
<S²>   3.79

Last column: Mulliken charge in e.
Geometry (Å):
1 P 0.0970 -0.4299 -2.8490  0.55
2 P 0.8464 -1.5702 -0.0535  1.23
3 C 0.5706 -2.2146 -2.7926  -1.30
4 C 0.2237 -2.7220 -1.4118  -1.20
5 H 1.6472 -2.2703 -2.9917  0.36
6 H -0.0138 -2.7453 -3.5469  0.62
7 H -0.8684 -2.8327 -1.2936  0.45
8 H 0.6872 -3.6848 -1.1820  0.71
9 C 2.6308 -2.0018 0.1509  -1.37
10 H 3.0339 -1.5638 1.0768  0.39
11 H 3.1894 -1.5700 -0.6940  0.47
12 H 2.7123 -3.1011 0.1601  0.40
13 C 0.0575 -2.6263 1.2172  -1.35
14 H -0.0161 -3.6151 0.7606  0.64
15 H -0.9402 -2.2825 1.4999  -0.09
16 H 0.6700 -2.7237 2.1148  0.62
17 C 0.0953 0.0096 -4.6185  -1.14
18 H -0.3608 0.9936 -4.7955  0.38
19 H -0.4792 -0.7411 -5.1836  0.46
20 H 1.1324 0.0241 -4.9722  0.39
21 C -1.7522 -0.7656 -2.7574  -1.59
22 H -2.0644 -1.0029 -1.7291  0.37
23 H -1.9932 -1.6081 -3.4162  0.57
24 H -2.3339 0.1217 -3.0505  0.40
25 Re 0.9047 0.3310 -1.0110  0.84
26 C -1.6001 -0.6482 3.4623  -0.60
27 C -0.2694 -0.8785 3.7948  -0.32
28 C 0.8495 -0.5956 3.0133  -0.76
29 C -0.8292 0.8821 -1.0478  -0.99
30 C -4.1620 0.2368 -0.7670  -0.71
31 C -3.9273 0.1315 0.5286  -0.50
32 C -2.6849 -0.6384 1.0433  0.32
33 C -1.9331 0.0636 2.1939  1.36
34 C 0.8006 2.3651 -1.8547  -1.55
35 H -2.4069 -0.9627 4.1448  0.44
36 H -0.1014 -1.3672 4.7603  0.47
37 H 1.0130 0.3997 2.6265  0.38
38 H 1.7519 -1.2141 3.0136  0.73
39 H 1.9706 0.2758 -2.4582  0.19
40 H -1.8440 1.1763 -1.2671  0.44
41 H -4.9452 0.6290 -1.4220  0.34
42 H -4.5705 0.4380 1.3962  0.40
43 H -2.0004 -0.7438 0.1862  -0.55
44 H -3.0214 -1.6402 1.3485  0.71
45 H -0.9669 0.3621 1.7745  -1.86
46 H -2.4701 0.9810 2.4647  0.95
47 H 0.0889 3.0216 -1.3157  0.45
48 H 0.5605 2.3818 -2.9315  0.42
49 H 1.8286 2.7229 -1.6879  0.46
50 C 2.2499 3.7558 2.7167  -0.70
51 C 3.1654 3.3970 1.7216  -0.59
52 C 2.8170 2.4280 0.7598  -0.79
53 C 1.5427 1.9036 0.7976  0.52
54 C 0.5643 2.3971 1.6346  -0.02
55 C 0.9498 3.2466 2.6855  -0.59
56 H 2.5343 4.4572 3.4987  0.43
57 H 4.1459 3.8714 1.6813  0.44
58 H 3.4885 2.1278 -0.0472  0.48
59 H -0.4788 2.1193 1.4792  0.33
60 H 0.2139 3.5092 3.4417  0.47

***

2.
An isolated molecule of CH3ClFN in a non-equilibrium geometry. Source: OMol25; level of theory: ωB97M-V with the def2-TZVPD basis set.

Output
Multiplicity   1
SMILES   FCNCl
Energy relative to the best compared isomer or geometry (same formula, charge and spin)   18.8 kcal/mol

Last column: Mulliken charge in e.
Geometry (Å):
1 C -0.4775 0.4549 0.4303  -0.03
2 N 0.8376 -0.0381 -0.5445  -0.41
3 F -0.6079 -0.5296 1.3415  -0.24
4 Cl 0.0954 -1.0489 -1.7707  -0.12
5 H -1.3343 0.3872 -0.0808  0.28
6 H -0.0247 1.4084 0.7114  0.24
7 H 1.5114 -0.6339 -0.0872  0.29